ORCA calculation (wB97M-V/def2-TZVPD) on a molecular structure, C5H11N3.

The energy comes out at -9824.7366 eV. The orbital gap comes out at 0.31763 hartree. The energy above the lowest of the compared OMol25 structures with the same formula, charge and spin is 211.46 kcal/mol.

Structure (ORCA input):
```
! wB97M-V def2-TZVPD RIJCOSX def2/J DEFGRID3
* xyz 0 1
N -2.81 0.11 -0.27
N 0.49 -1.59 -0.09
N 0.41 1.66 -0.28
C 1.71 0.82 0.04
C -0.36 0.72 0.27
C 1.93 -0.81 -0.13
C -1.55 -0.10 0.35
C -0.47 -0.67 -0.27
H 2.82 -0.98 0.61
H -0.35 0.88 1.51
H -0.55 -0.57 -1.29
H 1.59 1.14 1.22
H 0.43 -2.03 0.84
H 2.20 -0.91 -1.21
H 2.64 1.38 -0.45
H -1.80 -0.34 1.40
H -2.85 -1.05 -0.89
H 0.42 1.89 -1.28
H -3.90 0.43 -0.08
*
```

=====

ORCA calculation (wB97M-V/def2-TZVPD) on 2 unconnected molecules or ions with the total composition C3H2F2.

The energy comes out at -8570.9658 eV. The orbital gap (alpha / beta) comes out at 0.34781 / 0.25345 hartree. The energy above the lowest of the compared OMol25 structures with the same formula, charge and spin is 119.91 kcal/mol.

Structure (ORCA input):
```
! wB97M-V def2-TZVPD RIJCOSX def2/J DEFGRID3
* xyz 0 1
F 2.05 1.03 -1.48
F -0.96 -1.01 -1.08
C -0.82 -0.94 0.18
C 0.18 -0.12 0.66
C 0.75 0.90 0.40
H -1.46 -1.70 0.70
H 0.25 1.85 0.62
*
```

=====

ORCA calculation (wB97M-V/def2-TZVPD) on a molecular structure, C13H31O15P3Pt.

The energy comes out at -75811.9725 eV. The orbital gap (alpha / beta) comes out at 0.20975 / 0.24555 hartree.

Structure (ORCA input):
```
! wB97M-V def2-TZVPD RIJCOSX def2/J DEFGRID3
* xyz -1 4
Pt -0.66 1.84 -0.32
P -0.30 4.13 -0.95
P 1.95 0.80 1.54
P -1.30 -1.25 -2.01
O -2.88 -1.35 -2.57
O -1.26 -2.43 -0.93
O -0.50 -1.93 -3.33
O 2.74 2.24 1.35
O -2.37 1.21 0.85
O 1.95 0.64 3.22
O 0.53 3.02 -1.62
O -0.82 0.08 -1.55
O -0.20 3.81 0.52
O -3.31 2.80 1.91
O -1.70 3.52 -0.93
O 0.63 0.63 0.88
O -3.94 0.63 2.10
O -0.20 5.71 -0.99
O 3.01 -0.28 1.01
C 2.88 -1.65 1.30
C -1.71 -2.25 0.43
C 3.95 -2.23 2.27
C 2.28 1.49 5.39
C 3.25 2.75 0.07
C -3.20 1.58 1.64
C -2.07 -3.89 -3.83
C -2.90 0.09 -4.44
C -0.63 -3.36 -3.67
C 1.54 1.62 4.10
C 4.89 2.81 0.16
C -3.20 -2.62 0.51
C -3.44 -0.13 -3.09
H 3.23 -2.00 0.33
H 2.23 2.48 5.84
H -1.19 -2.90 1.13
H 0.46 1.44 4.06
H -4.52 -0.26 -3.16
H -0.14 -3.44 -4.64
H -0.04 -3.90 -2.93
H -3.67 -2.53 1.49
H -3.35 0.80 -2.54
H 2.96 2.12 -0.78
H -3.72 -2.09 -0.28
H 3.74 -3.28 2.43
H 5.39 3.61 -0.38
H -2.58 -3.92 -2.87
H -3.24 -3.69 0.31
H 4.94 -1.99 1.89
H 3.84 -1.80 3.26
H 1.91 -2.03 1.59
H 5.10 2.93 1.22
H -1.46 -1.28 0.87
H -2.61 -3.16 -4.43
H 2.86 3.76 -0.08
H 1.63 2.64 3.71
H -3.27 1.04 -4.83
H -4.77 1.05 2.32
H 1.75 0.81 6.06
H 3.26 1.00 5.41
H -1.85 0.36 -4.55
H -2.16 -4.93 -4.17
H 5.32 1.94 -0.34
H -3.06 -0.83 -5.01
*
```

=====

ORCA calculation (wB97M-V/def2-TZVPD) on C5H4N2 in the gas phase.

Its structure (SMILES) is C#Cc1ccn[nH]1. The energy comes out at -8227.5275 eV. The orbital gap comes out at 0.37034 hartree. The energy above the lowest of the compared OMol25 structures with the same formula, charge and spin is 45.33 kcal/mol.

Structure (ORCA input):
```
! wB97M-V def2-TZVPD RIJCOSX def2/J DEFGRID3
* xyz 0 1
N -1.85 0.84 0.50
N -0.57 1.19 0.37
C -1.92 -0.44 0.21
C -0.64 -0.97 -0.10
C 1.65 0.09 -0.20
C 2.84 -0.02 -0.38
C 0.22 0.12 0.00
H 3.90 -0.09 -0.54
H -2.90 -0.90 0.21
H -0.34 2.17 0.24
H -0.38 -1.99 -0.32
*
```

=====

ORCA calculation (wB97M-V/def2-TZVPD) on a molecular structure, C2H2LiNiO2.

The energy comes out at -47425.3177 eV. The orbital gap (alpha / beta) comes out at 0.26760 / 0.24513 hartree. The energy above the lowest of the compared OMol25 structures with the same formula, charge and spin is 0.00 kcal/mol.

Structure (ORCA input):
```
! wB97M-V def2-TZVPD RIJCOSX def2/J DEFGRID3
* xyz 2 4
Ni -0.29 3.58 -1.21
O 0.31 1.62 -1.33
O -2.23 2.66 -1.14
C -1.91 1.51 -0.71
C -0.64 0.94 -0.73
Li -4.12 2.98 -1.39
H 0.96 0.72 -2.53
H -0.43 -0.03 -0.28
*
```

=====

ORCA calculation (wB97M-V/def2-TZVPD) on a molecular structure, C28H22N5O3Ti.

The energy comes out at -66105.1261 eV. The orbital gap (alpha / beta) comes out at 0.17679 / 0.25179 hartree.

Structure (ORCA input):
```
! wB97M-V def2-TZVPD RIJCOSX def2/J DEFGRID3
* xyz -1 3
Ti 0.23 0.79 -0.22
O 0.18 -0.46 1.28
O -0.50 2.13 0.82
O -0.01 1.00 -2.03
N -1.63 0.24 -0.32
N 1.70 -0.50 -0.55
N -2.32 0.69 0.73
N 1.52 -1.75 -0.03
N 1.95 2.00 -0.80
C -1.03 -2.21 -4.43
C 2.75 1.22 -1.63
C -2.05 -0.74 -1.14
C -0.33 -0.06 -2.78
C 2.66 -0.18 -1.40
C 2.70 3.95 -1.96
C -2.41 4.33 3.87
C -3.41 1.86 3.08
C 1.94 3.32 -1.01
C -0.05 -1.31 -4.84
C 0.29 -0.24 -4.01
C -1.67 1.69 1.30
C 0.86 -4.07 1.45
C -0.76 -3.79 3.68
C -1.66 -2.04 -3.21
C -0.22 -5.03 3.37
C 3.52 3.17 -2.80
C -1.34 -0.97 -2.35
C 3.58 -1.22 -1.97
C 0.66 -1.63 0.96
C -4.01 2.56 4.11
C 0.58 -5.17 2.24
C -2.30 2.39 2.42
C 0.34 -2.82 1.76
C -3.52 3.80 4.51
C -0.49 -2.69 2.88
C -1.80 3.63 2.84
C 3.54 1.81 -2.63
H -0.93 4.04 2.33
H 4.12 3.64 -3.57
H 1.48 -4.16 0.56
H 4.13 1.17 -3.27
H 0.45 -1.43 -5.79
H -4.88 2.14 4.62
H 1.27 3.88 -0.37
H 3.14 -1.67 -2.87
H 1.05 0.47 -4.31
H -1.30 -3.04 -5.07
H -3.78 0.90 2.76
H -2.95 -1.30 -0.90
H 2.65 5.03 -2.08
H -0.42 -5.89 4.01
H -2.43 -2.74 -2.90
H -4.00 4.35 5.32
H -1.40 -3.68 4.55
H 4.55 -0.80 -2.22
H 3.69 -2.01 -1.23
H 1.00 -6.14 1.99
H -0.92 -1.72 3.10
H -2.02 5.29 4.17
*
```

=====

ORCA calculation (wB97M-V/def2-TZVPD) on C2H4O3 in the gas phase.

Its structure (SMILES) is CC1(O)OO1. The energy comes out at -8276.8941 eV. The orbital gap comes out at 0.43782 hartree. The energy above the lowest of the compared OMol25 structures with the same formula, charge and spin is 107.58 kcal/mol.

Structure (ORCA input):
```
! wB97M-V def2-TZVPD RIJCOSX def2/J DEFGRID3
* xyz 0 1
O 0.86 -0.22 1.69
O -1.20 -1.67 1.19
O -1.66 -0.32 1.50
C -0.50 -0.61 0.82
C -0.14 -0.23 -0.57
H 0.92 -0.10 -0.53
H 0.48 -0.17 2.52
H -0.77 0.52 -0.91
H -0.30 -0.98 -1.29
*
```

=====

ORCA calculation (wB97M-V/def2-TZVPD) on 2 unconnected molecules or ions with the total composition C3H11N2O.

The energy comes out at -8312.0728 eV. The orbital gap (alpha / beta) comes out at 0.15467 / 0.23262 hartree. The energy above the lowest of the compared OMol25 structures with the same formula, charge and spin is 68.26 kcal/mol.

Structure (ORCA input):
```
! wB97M-V def2-TZVPD RIJCOSX def2/J DEFGRID3
* xyz 0 2
O 3.44 0.11 -0.41
N 0.79 -0.15 0.81
N -1.56 -0.10 -1.99
C -0.82 0.06 0.27
C -1.77 -0.23 1.42
C -0.82 0.60 -0.97
H -2.85 -0.20 0.86
H 1.50 -0.04 0.10
H -2.20 -0.81 -1.51
H -0.17 1.39 -1.36
H 1.09 0.55 1.46
H -1.81 0.59 2.12
H -1.66 -1.25 1.91
H 4.33 0.61 -0.26
H 3.61 -0.52 -1.10
H -2.02 0.38 -2.67
H 0.92 -0.99 1.31
*
```

=====

ORCA calculation (wB97M-V/def2-TZVPD) on a molecular structure, C17H33Br2F3N2O6P3Y.

The energy comes out at -210587.2809 eV. The orbital gap comes out at 0.32860 hartree. The energy above the lowest of the compared OMol25 structures with the same formula, charge and spin is 38.67 kcal/mol.

Structure (ORCA input):
```
! wB97M-V def2-TZVPD RIJCOSX def2/J DEFGRID3
* xyz 0 1
Y -1.11 -0.46 -0.09
Br 3.59 -3.89 -0.78
Br -3.79 5.20 -2.96
P -0.03 -2.67 -1.50
P 0.45 -0.23 2.48
P -1.68 -0.61 -3.20
F -2.85 -1.99 2.09
F -3.35 0.11 2.36
F -4.36 -1.06 0.83
O 0.64 -3.99 -1.75
O -2.97 -1.03 -2.26
O -2.12 -0.34 -4.57
O -1.34 -2.65 -0.69
O 0.76 -1.49 -0.94
O -0.93 0.33 -2.28
N -1.86 2.02 -0.17
N -1.59 -3.32 -3.52
C -0.22 0.88 3.81
C 0.89 -2.14 4.64
C -1.11 2.90 -0.84
C 0.44 -2.06 -4.23
C 0.42 -1.94 3.20
C -3.19 2.10 -0.32
C -3.01 3.92 -1.82
C -0.82 2.13 3.17
C -3.81 3.02 -1.14
C -3.11 -0.85 1.36
C -0.66 -2.16 -3.18
C 1.09 -2.92 2.23
C 2.19 0.39 2.21
C -1.63 3.88 -1.66
C 0.76 1.29 4.91
C 3.27 -0.19 3.11
C 2.59 0.27 0.74
H 1.04 -2.98 -4.24
H -3.78 1.39 0.25
H 0.58 -2.95 1.27
H 0.31 -1.53 5.34
H 1.27 0.44 5.36
H 2.68 -0.77 0.42
H -0.65 -2.15 3.18
H 1.06 -3.93 2.65
H -3.81 -0.82 -2.67
H -1.22 2.80 3.94
H 4.23 0.28 2.87
H 1.53 1.97 4.52
H -1.04 -4.18 -3.52
H 1.95 -1.93 4.77
H -1.63 1.88 2.49
H 2.14 -2.68 2.04
H -0.06 2.69 2.61
H -4.89 3.04 -1.23
H 2.21 -3.98 -1.27
H 1.10 -1.24 -3.96
H 3.39 -1.26 2.94
H 0.23 1.82 5.70
H 1.86 0.75 0.08
H 3.55 0.76 0.57
H 2.10 1.46 2.44
H -2.05 -3.17 -4.42
H -0.99 4.56 -2.19
H 0.73 -3.19 4.92
H 3.07 -0.02 4.16
H -1.04 0.30 4.26
H -2.27 -3.37 -2.76
H -0.04 2.81 -0.72
H 0.03 -1.86 -5.22
*
```

=====

ORCA calculation (wB97M-V/def2-TZVPD) on C17H20FN5S in the gas phase.

Its structure (SMILES) is Cn1c2ccc(F)cc2c2nnc(SCCN3CCCCC3)nc21. The energy comes out at -38956.5639 eV. The orbital gap comes out at 0.29301 hartree.

Structure (ORCA input):
```
! wB97M-V def2-TZVPD RIJCOSX def2/J DEFGRID3
* xyz 0 1
S 1.21 2.61 0.72
F -7.55 0.53 -1.33
N -0.78 0.88 0.93
N -1.13 2.87 -0.34
N -2.73 -0.51 1.00
N -2.36 2.58 -0.63
N 3.67 0.04 0.56
C 2.27 0.00 0.91
C -2.03 0.58 0.64
C 4.24 -1.25 0.22
C 4.20 -0.74 -2.23
C -4.13 0.80 -0.25
C 3.82 -1.77 -1.16
C -5.32 1.14 -0.87
C -0.40 2.05 0.41
C -4.01 -0.40 0.48
C 4.02 1.02 -0.45
C -2.22 -1.60 1.79
C -6.26 -0.95 -0.03
C -6.37 0.25 -0.74
C -5.07 -1.28 0.59
C 3.60 0.62 -1.87
C -2.85 1.45 -0.15
C 1.86 1.23 1.73
H 4.30 -2.72 -1.36
H 2.74 -1.93 -1.18
H 3.95 -1.97 1.00
H 2.52 0.57 -1.94
H 5.29 -0.66 -2.26
H 1.59 -0.09 0.04
H 2.73 1.62 2.25
H 5.11 1.14 -0.42
H 3.94 1.38 -2.58
H -1.18 -1.39 2.03
H -5.43 2.06 -1.43
H 3.58 1.98 -0.19
H -4.98 -2.21 1.14
H 1.08 0.98 2.44
H -2.29 -2.54 1.24
H -2.79 -1.70 2.72
H 5.32 -1.14 0.24
H 2.11 -0.88 1.53
H 3.86 -1.06 -3.21
H -7.12 -1.59 0.03
*
```

=====

ORCA calculation (wB97M-V/def2-TZVPD) on a molecular structure, C22H38F3N4O4PRuS.

The energy comes out at -68441.6059 eV. The orbital gap (alpha / beta) comes out at 0.24717 / 0.25366 hartree. The energy above the lowest of the compared OMol25 structures with the same formula, charge and spin is 0.00 kcal/mol.

Structure (ORCA input):
```
! wB97M-V def2-TZVPD RIJCOSX def2/J DEFGRID3
* xyz -1 2
Ru 0.17 0.34 0.03
S -1.97 1.79 -1.05
P 3.72 -0.07 -0.24
F -3.74 2.81 -3.07
F -2.76 3.27 -4.91
F -4.03 1.54 -4.77
O 1.05 -2.76 0.57
O -2.97 -2.05 1.86
O -1.40 -1.38 0.42
O -1.09 1.64 4.04
N -0.41 0.20 -2.34
N 0.35 2.68 0.92
N -0.44 0.37 2.24
N 2.18 -0.04 -0.38
C 5.87 -1.79 -1.30
C 0.28 2.68 2.37
C 3.62 2.25 -1.79
C 5.94 1.77 -0.95
C 4.14 2.56 0.58
C -1.27 0.85 -4.89
C 4.45 1.69 -0.63
C 4.29 -0.70 -2.91
C -0.53 1.49 2.95
C -1.91 1.39 -3.78
C 5.73 -0.30 1.92
C -1.14 -0.77 2.73
C -3.10 2.24 -4.08
C -1.95 -1.46 1.55
C -1.42 1.09 -2.49
C 4.43 -1.34 -1.52
C 3.48 -2.53 -1.52
C -0.20 -0.01 -4.71
C 0.17 -0.33 -3.40
C 4.27 -0.58 1.56
C 4.00 -2.08 1.73
C 3.32 0.14 2.52
H -1.61 1.10 -5.88
H -0.19 3.59 2.76
H 4.81 2.37 1.42
H 5.96 0.76 1.93
H 0.09 -2.84 0.55
H 1.01 3.38 0.59
H 6.19 1.24 -1.87
H -0.43 -1.55 3.06
H 5.05 0.06 -3.09
H 2.32 0.22 2.08
H 3.71 -3.19 -2.36
H 3.71 3.34 -1.82
H 4.71 -2.69 1.18
H 4.25 3.62 0.32
H 1.29 2.62 2.78
H 2.46 -2.18 -1.63
H 4.39 -1.46 -3.68
H -0.57 2.90 0.53
H 3.53 -3.12 -0.61
H 6.41 -0.79 1.24
H -1.83 -0.53 3.54
H 3.30 -0.25 -3.00
H 3.93 1.87 -2.75
H 3.22 -0.42 3.45
H 2.56 2.00 -1.63
H 0.32 -0.44 -5.55
H 6.19 -2.41 -2.14
H 5.92 -0.69 2.92
H 6.22 2.81 -1.08
H 1.23 -1.84 0.28
H 5.96 -2.39 -0.40
H 0.97 -1.03 -3.20
H 3.68 1.14 2.79
H 4.10 -2.34 2.79
H 6.54 1.36 -0.14
H 2.99 -2.33 1.43
H 3.11 2.39 0.90
H 6.55 -0.95 -1.23
*
```

=====

ORCA calculation (wB97M-V/def2-TZVPD) on 2 unconnected molecules or ions with the total composition C5H8Cl3F.

Its structure (SMILES) is ClC(Cl)Cl.C=C(F)CC. The energy comes out at -45597.8260 eV. The orbital gap comes out at 0.38839 hartree. The energy above the lowest of the compared OMol25 structures with the same formula, charge and spin is 22.15 kcal/mol.

Structure (ORCA input):
```
! wB97M-V def2-TZVPD RIJCOSX def2/J DEFGRID3
* xyz 0 1
Cl -3.75 0.40 1.44
Cl -3.97 0.88 -1.27
Cl -3.08 -1.78 -0.57
F -0.18 1.78 0.58
C 0.09 0.40 -1.26
C 1.68 0.35 0.81
C -3.02 -0.04 -0.13
C 2.29 -0.97 0.32
C 0.52 0.77 -0.04
H -1.95 0.33 -0.21
H 3.19 -1.29 1.02
H 1.38 0.32 1.93
H 0.74 -0.29 -1.72
H 2.46 1.22 0.76
H -0.93 0.70 -1.45
H 2.89 -0.90 -0.60
H 1.65 -1.90 0.39
*
```

=====

ORCA calculation (wB97M-V/def2-TZVPD) on C14H9FN4O in the gas phase.

Its structure (SMILES) is Cn1ccc2cc(-c3nc4ccc(F)nc4o3)ncc21. The energy comes out at -25388.9188 eV. The orbital gap comes out at 0.30783 hartree. The energy above the lowest of the compared OMol25 structures with the same formula, charge and spin is 0.00 kcal/mol.

Structure (ORCA input):
```
! wB97M-V def2-TZVPD RIJCOSX def2/J DEFGRID3
* xyz 0 1
F 0.33 0.44 -7.44
O 0.90 -0.62 -2.79
N 1.21 -1.23 3.60
N -0.85 -1.09 0.45
N 0.73 -0.10 -5.21
N -1.34 -0.73 -2.38
C -2.02 -0.24 -4.72
C 0.70 -1.17 2.29
C -0.17 0.15 -6.21
C -0.59 -1.20 1.77
C 1.53 -0.97 0.07
C 0.47 -1.23 4.84
C 2.60 -1.19 3.55
C -1.08 -0.46 -3.71
C -1.54 0.12 -5.95
C -0.11 -0.77 -1.88
C 1.77 -1.02 1.43
C 0.26 -0.40 -4.00
C 0.20 -0.97 -0.41
C 2.98 -1.01 2.23
H -1.43 -1.33 2.46
H -0.55 -0.94 4.60
H 0.88 -0.44 5.52
H 2.39 -0.84 -0.57
H -2.22 0.43 -6.70
H -3.09 -0.33 -4.49
H 3.98 -0.98 1.87
H 3.27 -1.26 4.36
H 0.47 -2.21 5.30
*
```

=====

ORCA calculation (wB97M-V/def2-TZVPD) on C7H9BrN2O3S in the gas phase.

Its structure (SMILES) is CC(=O)N[C@@]1(S(=O)(=O)Br)C=CCC=N1. The energy comes out at -97403.3204 eV. The orbital gap comes out at 0.32883 hartree. The energy above the lowest of the compared OMol25 structures with the same formula, charge and spin is 9.66 kcal/mol.

Structure (ORCA input):
```
! wB97M-V def2-TZVPD RIJCOSX def2/J DEFGRID3
* xyz 0 1
Br -1.90 -1.24 1.92
S -0.77 -1.39 0.00
O -1.17 1.97 -1.63
O -1.64 -1.37 -1.13
O 0.04 -2.54 0.23
N 1.08 0.08 1.41
N -0.61 1.30 0.47
C -1.57 1.58 -0.55
C 2.15 -0.52 -1.12
C 2.11 -0.67 1.34
C -2.96 1.72 -0.05
C 2.59 -1.32 0.13
C 0.29 0.35 0.18
C 1.07 0.24 -1.05
H 3.67 -1.41 0.06
H -3.11 0.78 0.48
H 2.77 -0.55 -1.97
H -3.29 2.50 0.55
H -3.62 1.75 -0.89
H 2.15 -2.37 -0.07
H 0.94 0.80 -1.96
H -0.92 1.05 1.40
H 2.70 -0.74 2.25
*
```